{
  "formula": "C46H44Br2N7O4S2Ti",
  "method": "ωB97M-V with the def2-TZVPD basis set",
  "s2": 0.889,
  "e_homo_ev": [-6.392, -6.764],
  "orbital_gap_ev": [5.85, 6.22],
  "de_lowest_kj_mol": 109.02,
  "spin_multiplicity": 2,
  "elements": ["Ti", "O", "C", "C", "C", "C", "C", "C", "C", "O", "N", "N", "C", "S", "C", "C", "S", "H", "H", "H", "H", "H", "H", "H", "H", "H", "Br", "C", "C", "C", "C", "C", "C", "N", "N", "C", "C", "C", "C", "O", "C", "N", "C", "C", "C", "C", "H", "H", "H", "H", "H", "H", "H", "H", "H", "C", "C", "C", "C", "C", "C", "C", "Br", "C", "O", "C", "C", "C", "C", "C", "C", "H", "H", "H", "H", "H", "H", "H", "H", "H", "H", "H", "H", "H", "H", "H", "H", "H", "H", "H", "H", "N", "C", "N", "C", "C", "C", "C", "C", "C", "H", "H", "H", "H", "H", "H"],
  "positions_angstrom": [[14.255, 14.743, 12.919], [10.870, 14.543, 17.185], [11.982, 13.895, 17.576], [12.002, 13.583, 18.994], [13.072, 12.872, 19.537], [14.041, 12.458, 18.664], [14.133, 12.935, 17.339], [13.087, 13.686, 16.786], [13.092, 14.043, 15.371], [14.193, 13.879, 14.653], [11.968, 14.412, 14.803], [12.117, 14.339, 13.401], [10.949, 14.376, 12.761], [9.458, 13.768, 13.458], [8.507, 13.491, 11.933], [9.209, 14.115, 10.738], [10.822, 14.741, 11.112], [10.916, 14.647, 16.195], [11.259, 14.020, 19.663], [13.066, 12.487, 20.559], [14.727, 11.709, 18.989], [14.970, 12.613, 16.730], [7.526, 13.930, 12.167], [8.376, 12.382, 11.888], [8.625, 14.948, 10.390], [9.317, 13.390, 9.897], [21.814, 10.270, 19.159], [21.755, 12.204, 18.976], [22.528, 12.945, 18.064], [22.239, 14.281, 17.777], [21.077, 14.907, 18.322], [20.582, 14.284, 19.496], [20.903, 12.986, 19.753], [20.263, 15.733, 17.598], [19.003, 15.702, 17.847], [18.344, 15.800, 16.649], [18.951, 15.515, 15.431], [18.142, 15.393, 14.342], [16.744, 15.562, 14.381], [16.052, 15.227, 13.283], [16.107, 16.085, 15.602], [14.911, 16.720, 15.619], [14.381, 16.911, 16.825], [15.058, 16.738, 18.065], [16.419, 16.475, 18.003], [16.950, 16.079, 16.755], [23.352, 12.457, 17.505], [22.783, 14.709, 16.931], [19.864, 14.819, 20.100], [20.539, 12.523, 20.685], [20.051, 15.341, 15.431], [18.535, 15.328, 13.314], [13.317, 17.277, 16.841], [14.540, 16.903, 19.038], [17.130, 16.566, 18.806], [13.136, 8.766, 7.111], [14.324, 8.743, 8.118], [14.099, 7.439, 8.937], [15.663, 8.640, 7.329], [14.305, 9.997, 9.022], [14.286, 9.934, 10.410], [14.437, 11.051, 11.210], [14.633, 10.612, 13.007], [14.578, 12.370, 10.724], [14.516, 13.440, 11.555], [14.621, 12.405, 9.285], [14.272, 11.269, 8.509], [15.050, 13.631, 8.462], [14.160, 13.761, 7.164], [16.493, 13.331, 8.018], [14.977, 14.946, 9.166], [13.177, 7.987, 6.343], [13.007, 9.703, 6.551], [12.149, 8.675, 7.658], [14.296, 6.524, 8.337], [13.008, 7.382, 9.253], [14.805, 7.356, 9.759], [15.736, 7.713, 6.723], [16.558, 8.662, 8.026], [15.690, 9.527, 6.647], [14.138, 8.960, 10.882], [14.103, 11.366, 7.449], [14.323, 13.007, 6.394], [14.317, 14.725, 6.642], [13.070, 13.715, 7.469], [16.511, 12.503, 7.239], [17.133, 12.994, 8.885], [17.066, 14.220, 7.680], [13.959, 15.284, 9.344], [15.452, 15.746, 8.648], [15.405, 14.867, 10.172], [12.346, 18.451, 12.854], [12.534, 17.153, 13.122], [13.643, 16.672, 12.606], [14.357, 17.834, 11.995], [15.525, 17.958, 11.212], [15.675, 19.232, 10.595], [14.816, 20.316, 10.767], [13.704, 20.202, 11.564], [13.464, 18.944, 12.183], [11.509, 18.951, 13.170], [11.880, 16.469, 13.640], [16.160, 17.096, 11.061], [16.538, 19.321, 9.937], [15.119, 21.275, 10.365], [13.122, 21.111, 11.831]],
  "atomic_forces_ev_per_a": [[0.0, -2.8, -1.1], [-0.1, 0.1, -0.9], [-1.1, 0.8, 3.2], [0.7, 0.5, -0.7], [-1.7, 0.0, -0.5], [1.2, 0.1, -1.7], [-0.2, -0.8, 1.2], [0.8, -0.5, -0.2], [1.4, -0.7, -1.4], [-1.3, 0.2, 2.0], [-0.3, -0.9, -0.4], [-2.3, 1.7, -1.0], [1.3, -1.8, 1.5], [0.3, 0.4, 0.9], [-0.2, -0.9, 1.1], [-0.7, -0.9, -0.8], [1.5, 0.7, -1.1], [0.0, -0.1, 0.6], [-0.2, -0.3, -0.5], [0.0, 0.4, -0.2], [0.7, -0.1, 0.2], [-0.1, 0.2, -0.1], [0.3, -0.1, -0.5], [0.2, 0.9, -0.3], [-0.2, 0.3, -0.3], [-0.1, 0.5, 0.7], [0.2, 1.3, -0.1], [0.6, 1.1, -0.7], [0.5, -1.3, 0.0], [-1.1, 0.5, -0.7], [0.4, -2.0, 1.9], [0.3, 0.4, -0.7], [-0.3, -1.5, 2.1], [0.2, 0.9, -0.9], [2.4, -0.6, -0.3], [-0.9, 0.4, 0.2], [0.7, 0.0, 0.8], [-0.8, 0.6, -1.8], [-0.8, -0.1, -0.8], [1.3, 1.5, 1.5], [1.7, 0.3, -0.2], [-0.8, -1.4, 0.7], [-0.8, 0.4, -0.1], [0.4, 0.2, 0.3], [-1.1, -0.1, -0.8], [-0.3, 0.4, -0.4], [-0.7, 0.3, 0.4], [-0.3, 0.1, 0.3], [-0.1, -0.2, 0.0], [-0.2, 0.2, -0.6], [-1.2, 0.2, -0.3], [-0.1, -0.6, 0.7], [1.2, -0.3, 0.0], [0.4, 0.0, -1.0], [-0.3, -0.2, 0.5], [-1.1, 0.6, 0.3], [-0.8, -1.0, -0.3], [-0.7, -0.2, -0.4], [0.4, 0.7, 0.4], [-0.8, -0.8, 0.3], [0.3, -0.9, -0.3], [0.1, 0.2, -0.3], [-0.2, 0.4, 1.2], [-0.6, -0.5, -0.7], [0.3, -0.4, -0.5], [-1.1, 0.7, 0.1], [1.4, 0.7, 0.4], [-0.5, -0.5, -1.7], [-0.9, 0.5, 0.5], [1.4, -0.7, 0.3], [-0.3, 0.2, 1.8], [0.2, -0.1, 0.3], [0.5, 0.0, 0.1], [1.1, -0.1, -0.4], [-0.2, 0.7, 0.0], [1.5, 0.0, 0.1], [-0.2, 0.1, 0.4], [-0.3, 0.5, 0.3], [-1.0, 0.1, -0.8], [0.4, -0.7, 0.4], [0.3, 0.5, 0.0], [0.4, 0.2, -0.1], [0.1, -0.1, 0.2], [0.1, -0.3, 0.5], [1.1, 0.1, -0.4], [0.1, 1.1, 0.9], [-0.8, 0.0, -0.7], [-0.7, -0.3, -0.3], [-0.4, -0.2, -0.1], [0.6, 0.5, -0.7], [0.2, 0.2, -0.4], [-0.5, 0.5, 0.8], [0.8, -0.5, -0.9], [1.3, 2.8, -0.9], [-2.3, -0.4, 0.8], [-1.7, 1.3, 0.1], [1.0, -2.0, 0.1], [0.5, -0.3, 0.4], [-0.8, 0.0, 1.4], [0.9, -0.1, -1.3], [0.8, -0.1, -0.3], [-0.3, 0.7, 0.2], [0.2, 0.2, -0.1], [-0.1, 0.2, 0.2], [-0.3, -0.1, -0.2], [0.2, -0.9, -0.4]]
}